[1]
Below is a molecular structure, C2H2Br2Cl2, with properties calculated with ωB97M-V with the def2-TZVPD basis set.

```
! RIJCOSX wB97M-V def2-TZVPD def2/J DEFGRID3
* xyz 0 1
C 0.09622 -0.82547 -0.96569
C -1.32539 0.02607 0.35284
Cl -0.76080 -1.28765 -2.37888
Cl 0.85971 -2.08360 -0.08532
Br -2.13196 1.49086 -0.50412
Br -2.49722 -1.44211 0.66226
H 0.73877 0.03886 -1.12004
H -0.76488 0.28200 1.24134
*
```

The calculation puts the energy above the lowest of the compared OMol25 structures with the same formula, charge and spin at 40.93 kcal/mol. As for the total energy: -6145.75256 Eh.

***

[2]
Below is a molecular structure, C2H2Br2ClF, with properties calculated with ωB97M-V with the def2-TZVPD basis set.

```
! RIJCOSX wB97M-V def2-TZVPD def2/J DEFGRID3
* xyz 0 1
C -1.44721 -0.03720 0.20713
C 1.69899 0.10955 -0.77177
F -1.76577 -1.28270 0.56219
Cl 0.03130 0.52015 1.05889
Br 2.70065 1.52200 -0.30157
Br 2.20796 -1.55955 -0.39328
H -1.16088 0.06195 -0.88949
H -2.26505 0.66579 0.52789
*
```

The calculation puts the energy above the lowest of the compared OMol25 structures with the same formula, charge and spin at 57.68 kcal/mol. As for the total energy: -5785.34787 Eh.

***

[3]
Below is a molecular structure, C2H2Br2ClNO2, with properties calculated with ωB97M-V with the def2-TZVPD basis set.

```
! RIJCOSX wB97M-V def2-TZVPD def2/J DEFGRID3
* xyz 0 1
C -0.98849 0.24127 -0.56101
C 1.27251 0.43877 0.21804
N -1.04175 -0.90766 0.22475
O -0.48702 -1.89606 -0.21599
O -1.44561 -0.82302 1.36134
Cl 1.06670 0.03557 1.85212
Br 2.23422 -0.73244 -0.90684
Br 1.56621 2.21924 -0.28329
H -0.95292 0.12447 -1.55260
H -1.22386 1.29987 -0.13652
*
```

The calculation puts the energy above the lowest of the compared OMol25 structures with the same formula, charge and spin at 67.98 kcal/mol. As for the total energy: -5890.63955 Eh.

***

[4]
Below is 2 unconnected molecules or ions with the total composition C2H2Br2O3, with properties calculated with ωB97M-V with the def2-TZVPD basis set.

```
! RIJCOSX wB97M-V def2-TZVPD def2/J DEFGRID3
* xyz 0 1
C 0.97694 0.91403 -0.39329
C 1.30045 0.84029 1.47520
O 0.53252 1.64146 0.68597
O 1.46169 -0.06627 0.35488
O -2.36629 1.42218 1.05000
Br 0.43481 0.02912 3.04852
Br -2.25032 0.08678 -0.10385
H -2.46930 2.30406 0.49341
H 2.20953 1.33377 1.79945
*
```

The calculation puts the energy above the lowest of the compared OMol25 structures with the same formula, charge and spin at 68.94 kcal/mol. As for the total energy: -5450.98645 Eh.

***

[5]
Below is C2H2Br3F in the gas phase, with properties calculated with ωB97M-V with the def2-TZVPD basis set.

```
! RIJCOSX wB97M-V def2-TZVPD def2/J DEFGRID3
* xyz 0 1
F 1.97488 0.69022 -1.88375
C 1.69619 0.50983 -0.58236
Br 2.51157 -1.44284 -0.24750
Br 2.60946 1.80354 0.49362
C 0.21965 0.41963 -0.28450
Br -0.81246 2.18638 -0.37025
H -0.16866 -0.04325 0.68241
H -0.25336 0.09366 -1.23397
*
```

The calculation puts the energy above the lowest of the compared OMol25 structures with the same formula, charge and spin at 4.17 kcal/mol. As for the total energy: -7899.28509 Eh.

***

[6]
Below is 3 unconnected molecules or ions with the total composition C2H2Br3NO2, with properties calculated with ωB97M-V with the def2-TZVPD basis set.

```
! RIJCOSX wB97M-V def2-TZVPD def2/J DEFGRID3
* xyz 0 1
C -0.66066 -0.01166 -1.41554
C 1.31613 0.67301 1.89189
N -0.01932 -0.64019 -2.28994
O 0.70629 -1.03413 -3.19138
O 1.15883 1.39252 1.00185
Br -2.28320 1.11697 -1.81727
Br 1.92148 -1.25036 1.70200
Br -2.33353 -0.99559 1.54322
H -0.82663 -0.15318 -0.34789
H 1.02062 0.90261 2.92306
*
```

The calculation puts the energy above the lowest of the compared OMol25 structures with the same formula, charge and spin at 59.12 kcal/mol. As for the total energy: -8004.46369 Eh.

***

> Which formula does entry 4 have?

C2H2Br2O3